# C28H56Cl16O9

11 unconnected molecules or ions with the total composition C28H56Cl16O9 at a distorted geometry (wB97M-V/def2-TZVPD, the Open Molecules 2025 dataset).

Bonds (Å) are listed after each position.
Atoms and positions in Å:
1 O 2.476 -20.121 4.473  C40 1.367, C58 1.454
2 H 2.185 -19.534 2.474  C58 1.107
3 H 1.526 -30.755 8.327  C88 1.080
4 H 2.976 -23.474 8.129  C17 1.058
5 C -0.053 -28.198 6.101  H32 1.119, H39 1.072, H81 1.083, C85 1.531
6 H 2.806 -21.046 0.398  C21 1.055
7 Cl -3.071 -26.097 5.968  C97 1.830
8 Cl 1.394 -27.110 -2.339  C86 1.746
9 O 2.821 -29.644 7.227  C88 1.408, C95 1.310
10 H -0.702 -20.403 6.065  C71 1.199
11 H -2.713 -21.544 7.284  C78 1.098
12 H 4.319 -26.690 4.358  C108 1.056
13 Cl 3.136 -24.030 5.114  C100 1.830
14 H 4.911 -21.858 1.099  C46 1.084
15 H -0.382 -19.683 2.637  C41 1.087
16 H -1.022 -19.884 7.821  C71 1.118
17 C 2.606 -22.745 7.457  H4 1.058, Cl22 1.776, C100 1.503, H104 1.108
18 C -4.831 -21.844 0.811  H23 1.072, H45 1.122, C70 1.507, Cl87 1.807
19 H -0.122 -23.605 2.368  C29 1.124
20 Cl -3.282 -20.939 5.030  C78 1.784
21 C 2.865 -22.079 0.604  H6 1.055, H26 1.057, C46 1.541, Cl79 1.754
22 Cl 1.437 -21.820 8.421  C17 1.776
23 H -5.456 -21.869 1.682  C18 1.072
24 H -0.227 -26.499 10.497  C57 1.139
25 H 1.507 -18.444 3.735  C58 1.088
26 H 2.525 -22.174 1.600  C21 1.057
27 H -1.628 -24.627 2.524  C29 1.080
28 C 1.777 -26.539 0.183  H43 1.088, C86 1.470, H90 1.071, Cl105 1.856
29 C -1.030 -23.853 2.983  H19 1.124, H27 1.080, H52 1.055, O73 1.474
30 Cl -4.739 -24.362 3.415  C91 1.865
31 H 4.687 -22.533 -0.580  C46 1.090
32 H 0.314 -29.208 6.413  C5 1.119
33 Cl -3.116 -28.788 0.525  C72 1.747
34 H 2.629 -29.724 9.257  C88 1.056
35 C -1.053 -29.999 1.913  H42 1.064, H50 1.074, Cl51 1.794, C72 1.501
36 H 1.558 -27.262 4.960  C85 1.089
37 H -0.199 -20.071 4.288  C41 1.103
38 H 1.181 -24.121 6.424  C100 1.100
39 H -0.459 -28.446 5.140  C5 1.072
40 C 3.719 -20.568 4.119  O1 1.367, O55 1.215, O84 1.341
41 C 0.339 -20.115 3.326  H15 1.087, H37 1.103, C58 1.475, H63 1.095
42 H -0.585 -29.104 2.250  C35 1.064
43 H 2.485 -26.044 0.843  C28 1.088
44 H 3.354 -27.200 -1.045  C86 1.095
45 H -5.029 -20.908 0.225  C18 1.122
46 C 4.337 -22.511 0.452  H14 1.084, C21 1.541, H31 1.090, Cl98 1.785
47 H -5.361 -25.511 5.929  C97 1.078
48 Cl -2.189 -21.669 0.148  C70 1.745
49 H 3.173 -31.221 8.520  C88 1.094
50 H -0.353 -30.811 1.862  C35 1.074
51 Cl -2.151 -30.457 3.256  C35 1.794
52 H -1.583 -22.978 3.185  C29 1.055
53 O 4.297 -28.397 8.420  C95 1.250
54 H -0.759 -24.236 8.521  C77 1.090
55 O 4.200 -20.692 3.010  C40 1.215
56 H 4.617 -26.555 6.871  C69 1.074
57 C 0.089 -25.502 10.047  H24 1.139, Cl59 1.810, C77 1.459, H94 1.079
58 C 1.665 -19.482 3.450  O1 1.454, H2 1.107, H25 1.088, C41 1.475
59 Cl 1.729 -25.726 9.316  C57 1.810
60 H -5.064 -27.297 5.638  C97 1.066
61 H 5.648 -25.625 4.930  C108 1.102
62 C 0.061 -25.549 4.263  O73 1.333, O82 1.199, O107 1.359
63 H 0.531 -21.173 3.119  C41 1.095
64 H -1.973 -30.705 0.001  C72 1.105
65 H -0.901 -29.406 -0.020  C72 1.063
66 H -3.430 -20.941 2.000  C70 1.097
67 H 1.697 -26.891 6.692  C85 1.125
68 H 6.441 -20.948 5.752  C103 1.060
69 C 5.091 -27.258 6.212  H56 1.074, H74 1.076, O92 1.445, C108 1.494
70 C -3.429 -21.835 1.364  C18 1.507, Cl48 1.745, H66 1.097, H75 1.105
71 C -1.497 -19.902 6.809  H10 1.199, H16 1.118, C78 1.530, Cl102 1.800
72 C -1.692 -29.800 0.570  Cl33 1.747, C35 1.501, H64 1.105, H65 1.063
73 O -0.581 -24.381 4.284  C29 1.474, C62 1.333
74 H 5.951 -27.710 6.675  C69 1.076
75 H -3.156 -22.777 1.875  C70 1.105
76 H 5.968 -27.267 4.295  C108 1.101
77 C -0.960 -25.136 9.102  H54 1.090, C57 1.459, H83 1.101, Cl89 1.757
78 C -2.853 -20.606 6.730  H11 1.098, Cl20 1.784, C71 1.530, H109 1.081
79 Cl 1.747 -22.980 -0.404  C21 1.754
80 H 5.719 -22.424 5.454  C103 1.051
81 H -0.777 -27.730 6.757  C5 1.083
82 O 0.429 -26.129 3.281  C62 1.199
83 H -1.159 -25.882 8.317  C77 1.101
84 O 4.424 -20.850 5.224  C40 1.341, C103 1.449
85 C 0.967 -27.082 5.857  C5 1.531, H36 1.089, H67 1.125, O107 1.450
86 C 2.486 -26.536 -1.104  Cl8 1.746, C28 1.470, H44 1.095, H96 1.104
87 Cl -5.154 -23.304 -0.205  C18 1.807
88 C 2.524 -30.347 8.410  H3 1.080, O9 1.408, H34 1.056, H49 1.094
89 Cl -2.438 -24.943 10.033  C77 1.757
90 H 0.792 -26.131 0.281  C28 1.071
91 C -4.995 -26.135 3.936  Cl30 1.865, C97 1.505, H101 1.076, H106 1.106
92 O 4.127 -28.330 6.111  C69 1.445, C95 1.350
93 H 1.458 -22.495 5.660  C100 1.099
94 H 0.214 -24.726 10.786  C57 1.079
95 C 3.760 -28.738 7.345  O9 1.310, O53 1.250, O92 1.350
96 H 2.801 -25.538 -1.456  C86 1.104
97 C -4.808 -26.285 5.422  Cl7 1.830, H47 1.078, H60 1.066, C91 1.505
98 Cl 4.533 -24.193 1.016  C46 1.785
99 H 6.141 -21.431 4.037  C103 1.145
100 C 1.900 -23.307 6.254  Cl13 1.830, C17 1.503, H38 1.100, H93 1.099
101 H -4.308 -26.655 3.290  C91 1.076
102 Cl -1.576 -18.199 6.235  C71 1.800
103 C 5.747 -21.431 5.112  H68 1.060, H80 1.051, O84 1.449, H99 1.145
104 H 3.438 -22.097 7.119  C17 1.108
105 Cl 1.678 -28.234 0.935  C28 1.856
106 H -6.026 -26.491 3.757  C91 1.106
107 O 0.154 -25.917 5.568  C62 1.359, C85 1.450
108 C 5.250 -26.650 4.857  H12 1.056, H61 1.102, C69 1.494, H76 1.101
109 H -3.663 -20.010 7.126  C78 1.081

Summary:
- frontier orbital gap (hartree) = 0.3929
- 2S+1 = 1
- relative energy (zero: lowest compared OMol25 entry of this formula, charge and spin) (kcal per mole) = 0.0
- HOMO (hartree) = -0.379
- E_LUMO (eV) = 0.4
- SMILES = CCOC(=O)OC.CCOC(=O)OC.CCOC(=O)OC.ClCCCl.ClCCCl.ClCCCl.ClCCCl.ClCCCl.ClCCCl.ClCCCl.ClCCCl
- calculated total energy (hartree) = -9140.7350

Atomic partial charges in e from the Löwdin method, atoms 1 to 2: 0.029 0.122

# C28H56ClN4O6P2S

3 unconnected molecules or ions with the total composition C28H56ClN4O6P2S at a distorted geometry (wB97M-V/def2-TZVPD, the Open Molecules 2025 dataset).

Bonds (Å) are listed after each position.
Atoms and positions in Å:
1 H 3.843 1.050 -0.366  C4 1.168
2 H 2.016 6.857 1.178  C19 1.094
3 O 0.722 1.848 6.001  C77 1.440, C83 1.455
4 C 2.728 0.790 -0.137  H1 1.168, H6 1.166, C7 1.612, C39 1.606
5 P -4.150 0.191 -1.275  H62 1.432, C79 1.893, H88 1.456, S95 1.970
6 H 2.794 -0.097 0.616  C4 1.166
7 C 2.081 2.124 0.494  C4 1.612, H49 1.151, C72 1.604, H82 1.168
8 C -0.858 2.063 2.452  H66 1.162, C74 1.634, C89 1.610, H98 1.165
9 H 0.841 0.852 3.530  C89 1.147
10 C -1.934 2.571 -2.372  N17 1.345, C37 1.604, C80 1.606
11 C -0.609 -0.074 0.727  N70 1.483, C74 1.636, N93 1.361
12 H 1.534 8.006 -1.000  C92 1.093
13 C -0.763 -10.387 -3.931  H30 1.093, C59 1.519, H65 1.093, H85 1.093
14 H 5.983 5.709 -1.648  C34 1.094
15 H 1.173 -9.425 -3.755  C59 1.095
16 H -0.380 3.365 5.052  C83 1.165
17 N -2.356 3.430 -3.316  C10 1.345, H33 1.050
18 H 3.484 0.795 -2.955  N75 1.047
19 C 2.801 6.990 0.427  H2 1.094, H45 1.095, O84 1.422, C92 1.519
20 C -1.977 -2.125 -0.022  H40 1.166, C50 1.615, H60 1.165, N93 1.521
21 H -4.385 1.403 2.176  P55 1.442
22 H 0.278 -1.609 5.922  C52 1.165
23 H -2.105 -2.550 2.283  C50 1.147
24 H 0.449 2.410 -1.001  C72 1.155
25 H -0.054 -6.662 -1.539  C68 1.094
26 H 2.560 -0.768 -1.735  C39 1.168
27 H 1.828 -1.204 6.889  C52 1.146
28 C -0.678 -7.436 -3.456  H53 1.093, H58 1.095, C68 1.519, O69 1.421
29 C 3.846 5.703 -1.336  C34 1.519, H43 1.093, H54 1.094, O84 1.424
30 H -1.638 -10.360 -4.586  C13 1.093
31 H -1.751 0.806 -3.781  C37 1.153
32 H 2.306 9.078 0.190  C92 1.093
33 H -2.832 4.222 -2.816  N17 1.050
34 C 5.270 5.873 -0.835  H14 1.094, C29 1.519, H47 1.093, H90 1.094
35 H 1.651 -0.716 5.067  C52 1.158
36 H 0.347 3.525 0.456  C72 1.168
37 C -1.163 1.268 -2.903  C10 1.604, H31 1.153, H41 1.148, H86 1.164
38 H -3.353 3.294 -0.803  C80 1.166
39 C 2.098 0.284 -1.525  C4 1.606, H26 1.168, N75 1.527, H91 1.148
40 H -1.029 -2.623 -0.484  C20 1.166
41 H -1.111 0.468 -2.080  C37 1.148
42 H -2.680 2.251 1.133  C56 1.168
43 H 3.750 4.713 -1.787  C29 1.093
44 H -1.295 1.761 5.119  C83 1.154
45 H 3.731 7.158 0.979  C19 1.095
46 H -3.084 -0.507 2.670  P55 1.455
47 H 5.441 6.877 -0.440  C34 1.093
48 O -0.523 0.477 7.414  C77 1.269
49 H 2.356 2.135 1.612  C7 1.151
50 C -2.452 -2.966 1.272  C20 1.615, H23 1.147, C87 1.626, H97 1.167
51 H -1.637 3.935 -0.600  C80 1.159
52 C 1.110 -0.811 6.086  H22 1.165, H27 1.146, H35 1.158, C77 1.606
53 H -1.004 -6.446 -3.786  C28 1.093
54 H 3.616 6.429 -2.122  C29 1.094
55 P -3.898 0.149 1.657  H21 1.442, H46 1.455, O67 1.549, C79 1.941
56 C -2.056 1.807 0.251  H42 1.168, C74 1.658, C79 1.625, C80 1.609
57 H 1.121 2.749 3.281  C89 1.153
58 H -1.570 -7.951 -3.084  C28 1.095
59 C 0.303 -9.423 -4.421  C13 1.519, H15 1.095, O69 1.421, H96 1.094
60 H -2.800 -2.286 -0.830  C20 1.165
61 H 1.254 -6.777 -2.741  C68 1.094
62 H -3.676 0.238 -2.625  P5 1.432
63 H 1.945 0.732 -3.502  N75 1.047
64 C 0.426 -1.527 2.218  N70 1.307, O76 1.262
65 H -1.102 -10.133 -2.924  C13 1.093
66 H -1.764 1.526 2.942  C8 1.162
67 O -5.135 -0.752 1.419  P55 1.549
68 C 0.354 -7.266 -2.355  H25 1.094, C28 1.519, H61 1.094, H73 1.093
69 O -0.173 -8.097 -4.608  C28 1.421, C59 1.421
70 N 0.429 -1.101 0.981  C11 1.483, C64 1.307
71 H -1.024 -4.761 1.313  C87 1.146
72 C 0.541 2.414 0.150  C7 1.604, H24 1.155, H36 1.168, C74 1.605
73 H 0.660 -8.228 -1.937  C68 1.093
74 C -0.565 1.549 0.928  C8 1.634, C11 1.636, C56 1.658, C72 1.605
75 N 2.520 1.132 -2.723  H18 1.047, C39 1.527, H63 1.047
76 O 0.265 -2.215 3.263  C64 1.262
77 C 0.385 0.552 6.531  O3 1.440, O48 1.269, C52 1.606
78 Cl -2.370 -5.079 -0.720  C87 1.871
79 C -2.820 0.386 0.059  P5 1.893, P55 1.941, C56 1.625, N93 1.500
80 C -2.233 2.971 -0.846  C10 1.606, H38 1.166, H51 1.159, C56 1.609
81 H 3.240 8.414 -1.153  C92 1.092
82 H 2.681 3.013 0.032  C7 1.168
83 C -0.242 2.211 4.972  O3 1.455, H16 1.165, H44 1.154, C89 1.645
84 O 2.871 5.771 -0.301  C19 1.422, C29 1.424
85 H -0.373 -11.408 -3.905  C13 1.093
86 H -0.098 1.524 -3.298  C37 1.164
87 C -2.119 -4.543 1.055  C50 1.626, H71 1.146, Cl78 1.871, H94 1.157
88 H -4.783 -1.112 -1.120  P5 1.456
89 C 0.371 1.897 3.478  C8 1.610, H9 1.147, H57 1.153, C83 1.645
90 H 5.484 5.164 -0.030  C34 1.094
91 H 0.960 0.135 -1.518  C39 1.148
92 C 2.450 8.192 -0.432  H12 1.093, C19 1.519, H32 1.093, H81 1.092
93 N -1.752 -0.647 0.261  C11 1.361, C20 1.521, C79 1.500
94 H -2.864 -5.189 1.660  C87 1.157
95 S -5.597 1.497 -0.990  P5 1.970
96 H 0.660 -9.764 -5.397  C59 1.094
97 H -3.618 -2.902 1.288  C50 1.167
98 H -1.123 3.195 2.370  C8 1.165

Summary:
- frontier orbital gap (hartree) = 0.2362
- 2S+1 = 1
- HOMO (hartree) = -0.412
- E_LUMO (eV) = -4.8
- calculated total energy (hartree) = -3311.4515
- charge = +1

Atomic partial charges in e from the Löwdin method, atoms 1 to 2: 0.125 0.114

calculated total energy of number 1 (C28H56Cl16O9)? -9140.7350 hartree